1.
65
Properties=species:S:1:pos:R:3 method="wB97M-V/def2-TZVPD" e_lumo_ha="-0.1146 / -0.1103" e_above_lowest_kj_mol=0.0 orbital_gap_ha="0.2766 / 0.2836" multiplicity=7 charge=+1 e_tot_ev=-86032.3774
Tb 0.4794 -0.5074 -0.2017
N -0.8431 -0.3779 3.1651
C 0.4815 -0.2555 3.2833
N 0.9662 -0.2495 4.5161
C 2.2803 -0.0928 4.6370
N 2.8054 -0.0368 5.8553
N 3.1147 0.0152 3.5859
C 2.5627 -0.0437 2.3964
N 1.2431 -0.1560 2.1564
C 3.5176 -0.0159 1.2636
C 4.8837 -0.0330 1.5494
C 5.7876 -0.1048 0.5053
C 5.2966 -0.1520 -0.7901
C 3.9251 -0.1141 -0.9809
N 3.0439 -0.0376 0.0124
H -1.3684 -0.4150 4.0231
H -1.3272 -0.2624 2.2835
H 2.2050 -0.1587 6.6512
H 3.7941 0.1045 5.9617
H 5.2006 -0.0037 2.5786
H 6.8493 -0.1373 0.6976
H 5.9615 -0.2236 -1.6357
H 3.5118 -0.1583 -1.9822
N 0.9254 0.3045 -2.9795
N 1.8249 1.3546 -3.2736
C 2.0186 2.3724 -2.3901
N 2.8606 3.3446 -2.7669
S 1.2943 2.4344 -0.8935
H 1.2407 -0.5368 -3.4670
H -0.0252 0.5218 -3.3042
H 2.0209 1.5347 -4.2543
H 3.2810 3.3926 -3.6799
H 3.0298 4.0886 -2.1113
C -3.6337 -3.0004 -0.8954
Si -2.8475 -1.4264 -1.6431
C -4.2089 -0.5926 -2.6864
C -1.5440 -1.9862 -2.9551
C -1.9928 -0.4219 -0.2550
Si -2.9420 1.0985 0.3925
C -4.0865 0.5445 1.8354
C -1.6524 2.3474 1.1093
C -3.9930 2.1552 -0.7963
H -4.0894 -3.6282 -1.6538
H -4.4089 -2.7432 -0.1807
H -2.8977 -3.6018 -0.3712
H -4.4952 -1.2328 -3.5153
H -3.8911 0.3567 -3.1015
H -5.1002 -0.4132 -2.0973
H -1.8659 -2.9101 -3.4247
H -0.5626 -2.1765 -2.5148
H -1.4359 -1.2564 -3.7531
H -2.0712 -1.1496 0.5789
H -3.7191 -0.3481 2.3372
H -5.0759 0.3034 1.4609
H -4.2048 1.3202 2.5855
H -0.6755 1.9027 1.3357
H -2.0178 2.8154 2.0184
H -1.4799 3.1470 0.3952
H -4.8850 1.6315 -1.1164
H -3.4415 2.4495 -1.6839
H -4.3152 3.0639 -0.2959
F -0.0162 -2.7301 0.0458
C 1.2030 -2.6973 -0.8065
F 2.1491 -2.4471 0.2602
H 1.3565 -3.7705 -1.0206

2.
60
Properties=species:S:1:pos:R:3 method="wB97M-V/def2-TZVPD" e_lumo_ha="-0.2524 / -0.2501" e_above_lowest_kj_mol=0.0 orbital_gap_ha="0.2173 / 0.2203" charge=+2 e_tot_ev=-44995.7575
Pd -0.5758 -0.2123 0.0747
C -3.5652 -1.0431 1.1579
C -3.8037 -0.5033 -0.2385
N -2.7023 0.3124 -0.7916
C -2.7762 0.3050 -2.2663
C -2.0170 -0.8509 -2.8859
C -2.7467 1.6574 -0.2134
C -1.5731 2.5191 -0.5967
N -0.3337 1.7379 -0.6269
C 0.8922 2.3135 -0.7957
C 2.0047 1.4679 -0.9629
F 1.8202 0.1181 -1.0315
C 3.2926 1.9350 -1.0948
F 4.2803 1.0422 -1.2397
C 3.5683 3.2860 -1.1066
C 2.5008 4.1512 -0.9899
F 2.7065 5.4627 -1.0156
C 1.2022 3.6945 -0.8416
F 0.2443 4.6258 -0.7507
H -4.3853 -1.7051 1.4337
H -3.5149 -0.2542 1.9091
H -2.6372 -1.6216 1.2001
H -4.7239 0.0937 -0.2460
H -3.9681 -1.3377 -0.9212
H -2.3772 1.2417 -2.6507
H -3.8262 0.2591 -2.5745
H -0.9780 -0.8390 -2.5388
H -2.0128 -0.7641 -3.9715
H -2.4711 -1.8118 -2.6300
H -2.7414 1.5374 0.8719
H -3.6749 2.1787 -0.4818
H -1.5373 3.3510 0.1046
H -1.7156 2.9667 -1.5854
H 4.5770 3.6568 -1.2216
C -0.3480 -0.0996 4.2507
Sb 0.5173 0.2740 2.3529
C 2.4254 -0.6229 2.6650
C 1.1000 2.2858 2.6792
H 0.3966 0.1664 4.9996
H -0.6245 -1.1455 4.3641
H -1.2314 0.5223 4.3814
H 2.8843 -0.1699 3.5426
H 3.0620 -0.4477 1.7983
H 2.3228 -1.6941 2.8396
H 1.6955 2.3145 3.5907
H 0.2213 2.9164 2.8052
H 1.6952 2.6565 1.8463
N 2.9195 -4.2110 -1.6299
C 1.5305 -4.1382 -1.0347
C 1.1380 -2.6857 -0.7702
N -0.1878 -2.5579 -0.1671
H 3.1973 -5.1796 -1.8128
H 3.6184 -3.8038 -1.0019
H 2.9734 -3.7029 -2.5177
H 1.5418 -4.7254 -0.1178
H 0.8546 -4.6117 -1.7448
H 1.1452 -2.1233 -1.7060
H 1.8624 -2.2160 -0.1013
H -0.2294 -2.9936 0.7489
H -0.9122 -2.9775 -0.7423